This record from OMol25 describes C31H24BrN10O3S3Tl as an isolated structure. The level of theory is the ωB97M-V functional and the def2-TZVPD basis.

Structure (XYZ):
```
73
Properties=species:S:1:pos:R:3
C -3.7945 0.0067 5.5586
C 0.4768 -0.6053 -5.5657
H -0.9907 2.3940 -3.4642
C -0.1993 -1.7718 -0.8550
N 3.7352 1.6952 4.5698
C 1.1070 3.2669 1.2884
C -0.2966 4.0322 -0.5950
O 3.3528 0.0953 -0.9663
H -4.4465 -0.5916 6.1847
S 4.0358 0.4215 2.2596
C -4.3538 0.8707 4.6181
H 4.3184 0.9522 4.9116
N 0.9752 -3.0090 -5.9338
C 0.6273 -1.1370 3.2630
H 4.2872 -2.0482 -4.8191
O 0.6342 1.9543 5.2589
H -1.9787 -0.7561 6.4250
C 0.0574 -1.9303 -5.6763
C 3.5855 -1.8463 -4.0174
N 0.6117 1.8330 -0.5757
H -6.2863 0.2381 4.8668
C 3.9510 -1.0002 -2.9699
H -6.0842 1.3905 3.6523
C 0.1158 1.6336 -1.7965
H 4.9328 -0.5466 -2.9407
C 2.3231 -2.3859 -4.1319
C 3.0680 -0.7091 -1.9328
H 1.0518 4.2500 1.7458
C 0.4401 3.0222 0.0116
C -0.6387 -2.6474 -1.8617
C -1.2999 -2.2104 -5.7502
H -1.5951 -3.1432 -1.7616
H -0.1262 -3.5984 -3.6921
C -0.8279 3.8150 -1.8508
Br -3.0803 1.5155 -5.4621
N -5.7315 0.9943 4.5058
C 1.4124 -2.2119 -3.0589
H 0.1728 -4.6125 2.8049
C 0.9143 -2.8353 1.7859
C -1.8084 0.1142 -5.5468
H -1.6164 -3.2397 -5.8729
C -2.2401 -1.1942 -5.6641
C -0.6057 2.5977 -2.4763
C 1.7900 -1.3866 -1.9781
C -0.4549 0.4190 -5.5140
H -3.2974 -1.4174 -5.7127
C -1.5919 0.6925 4.9061
C 0.3584 -3.5514 2.7734
S 0.0158 -2.5371 4.1350
H -0.1278 1.4493 -5.4604
H 3.0880 2.1314 5.2131
N 1.0542 -1.4853 2.0454
H -0.4369 4.9732 -0.0787
H -1.4073 4.5868 -2.3413
H -3.9371 2.3429 3.1061
H -0.8058 -1.5652 0.0199
C 0.1716 -2.8805 -2.9380
H 0.2996 0.6663 -2.2441
O 0.4427 -0.3650 6.1073
N 2.4472 2.5525 2.9483
H -1.4756 2.1744 3.3621
H 1.5330 -0.3717 -5.5510
C 3.3199 1.6198 3.2946
S 0.1582 0.6090 5.0799
N 1.8116 2.3456 1.8142
N 0.6729 0.1312 3.6334
C -2.4197 -0.0847 5.6994
N 2.0479 -3.1322 -5.3160
N 0.9793 -1.1974 -0.9114
C -2.1371 1.5670 3.9689
H 1.2712 -3.2276 0.8461
C -3.5064 1.6558 3.8262
Tl 1.9506 0.2231 0.7932
```

Values from the calculation:
**Orbital gap**: 7.0 eV
**F_max**: 0.0084 Eh/bohr
**Net charge**: 0
**Relative energy (zero: lowest compared OMol25 entry of this formula, charge and spin)**: 0.0000 eV

These are the Löwdin partial charges, in e, on atoms 1 to 5: number 1, C, carries -0.030; number 2, C, carries -0.015; number 3, H, carries 0.056; number 4, C, carries -0.132; number 5, N, carries 0.111


This record from OMol25 describes one molecule with the formula C5H6ClN at a distorted geometry. The level of theory is the ωB97M-V functional and the def2-TZVPD basis.

Structure (XYZ):
```
13
Properties=species:S:1:pos:R:3
H 0.5418 2.1456 -0.2620
H 0.9030 0.9116 -2.2462
C 0.1077 1.1571 -0.3125
H 0.0409 0.7667 1.9161
H -2.6843 -0.5232 -1.0168
C -1.3220 -0.5513 0.6425
C -0.0245 0.2484 0.9241
H -1.5662 -1.2837 1.3897
Cl 1.4097 -0.8882 0.9827
C -1.7551 -0.1860 -0.5927
N 0.4814 0.3734 -1.4478
H -1.2684 1.5080 -2.2236
C -0.8896 0.8250 -1.3497
```

Values from the calculation:
**Orbital gap**: 10.1 eV
**F_max**: 0.0615 Eh/bohr
**Net charge**: 0
**Relative energy (zero: lowest compared OMol25 entry of this formula, charge and spin)**: 2.1500 eV

These are the Löwdin partial charges, in e, on atoms 1 to 5: number 1, H, carries 0.137; number 2, H, carries 0.127; number 3, C, carries -0.334; number 4, H, carries 0.103; number 5, H, carries 0.088


This record from OMol25 describes C12H15N6NaPS4Sb as an isolated structure. The level of theory is the ωB97M-V functional and the def2-TZVPD basis.

Structure (XYZ):
```
40
Properties=species:S:1:pos:R:3
S -0.3023 -3.7739 2.2040
H -0.0419 5.1263 -0.8358
H -1.5923 -0.7529 -3.4483
H 3.2674 -0.9475 -3.2773
N -1.6305 -0.7312 0.5649
H -4.1120 -1.9228 -1.2337
Sb 0.5161 -3.4844 4.3968
S -0.4523 -5.0193 5.8547
C 2.6221 -1.5588 0.5328
C -2.4766 -0.3920 -2.9219
H -0.2095 2.7392 3.3738
C -2.7629 -1.4758 0.4971
H -3.1150 -2.0286 1.3540
Na -0.0370 -0.9374 2.3687
H 2.4705 0.6184 -3.0573
C 2.3805 -0.4551 -2.8852
H -0.9030 3.8367 -1.6898
H 2.9626 -2.1210 1.3937
H 1.5082 -0.8199 -3.4303
N 1.5404 -0.7348 0.6056
N -0.1097 3.3176 0.1826
C -0.1744 2.7568 2.2958
C -3.2601 -1.4481 -0.7766
C -0.0408 1.9495 0.3163
C -0.1908 3.8326 1.4496
C -1.4106 -0.2678 -0.6459
H -0.2382 4.8947 1.6226
H 0.8586 3.8088 -1.6082
N -0.0849 1.6057 1.5853
N -2.3941 -0.6763 -1.5105
S -0.0471 -1.2779 5.0177
C -0.0454 4.0606 -1.0538
H 3.9191 -2.0903 -1.2122
C 3.0969 -1.5704 -0.7503
N 2.2727 -0.7428 -1.4748
P -0.0483 0.8343 -1.1076
H -3.3531 -0.8855 -3.3356
C 1.3392 -0.2595 -0.5985
H -2.5651 0.6812 -3.1007
S 2.8432 -3.6883 4.3384
```

Values from the calculation:
**Orbital gap**: 2.8 eV
**F_max**: 0.0164 Eh/bohr
**Net charge**: -2

These are the Löwdin partial charges, in e, on atoms 1 to 5: number 1, S, carries -0.334; number 2, H, carries 0.081; number 3, H, carries 0.077; number 4, H, carries 0.082; number 5, N, carries 0.074


This record from OMol25 describes a 2-piece molecular cluster, C3HCl3N2 overall at a distorted geometry. The level of theory is the ωB97M-V functional and the def2-TZVPD basis.

Structure (XYZ):
```
9
Properties=species:S:1:pos:R:3
H -0.9998 0.7850 -2.4934
N 2.6071 0.9884 -0.0805
Cl -0.1007 -0.2593 2.9492
Cl -0.4497 -0.7909 -0.2797
Cl -1.6976 -2.2860 1.9163
C -1.4119 -0.6197 1.9585
C 0.4043 0.4602 -1.1780
C 1.6394 0.6934 -0.5913
N 0.0088 1.0290 -2.2010
```

Values from the calculation:
**Orbital gap**: 8.3 eV
**F_max**: 0.0505 Eh/bohr
**Net charge**: 0
**Relative energy (zero: lowest compared OMol25 entry of this formula, charge and spin)**: 2.8313 eV

These are the Löwdin partial charges, in e, on atoms 1 to 5: number 1, H, carries 0.119; number 2, N, carries 0.211; number 3, Cl, carries 0.530; number 4, Cl, carries 0.719; number 5, Cl, carries 0.492